DFT (wB97M-V/def2-TZVPD) results for a structure of composition C30H22BrClEuN9O4S.

Structure (XYZ):
```
69
Properties=species:S:1:pos:R:3
Eu 0.53 0.43 -1.58
C -0.45 -3.96 -2.63
C -1.78 -4.26 -2.25
C -2.43 -3.41 -1.42
C -1.74 -2.19 -1.04
N -0.51 -1.89 -1.46
C 0.14 -2.79 -2.22
N -2.45 -1.46 -0.18
C -2.26 -0.36 0.43
N -1.20 0.55 0.28
C -1.47 1.52 1.26
N -0.77 2.58 1.59
C 0.39 2.99 1.07
C 0.70 4.37 1.42
C 1.88 4.89 0.98
C 2.81 4.04 0.36
C 2.47 2.73 0.13
N 1.26 2.22 0.40
C -2.73 1.28 1.94
C -3.49 2.04 2.84
C -4.71 1.49 3.26
C -5.19 0.30 2.75
C -4.41 -0.45 1.87
C -3.18 0.04 1.48
H 0.12 -4.68 -3.17
H -2.24 -5.19 -2.65
H -3.41 -3.57 -0.99
H 1.16 -2.53 -2.46
H 0.01 4.97 2.02
H 2.10 5.96 1.08
H 3.79 4.40 0.10
H 3.24 2.06 -0.30
H -3.15 3.04 3.14
H -5.30 2.06 3.99
H -6.17 -0.06 3.04
H -4.80 -1.41 1.47
O 6.54 -1.89 -1.85
C 5.92 -2.54 -0.87
O 6.40 -3.52 -0.28
C 4.56 -2.09 -0.54
C 3.82 -2.65 0.54
Cl 4.21 -3.87 1.62
N 2.60 -1.98 0.61
N 2.48 -1.07 -0.37
C 3.66 -1.05 -1.07
C 3.76 -0.11 -2.24
O 4.80 -0.09 -2.95
O 2.72 0.62 -2.40
C 1.56 -2.21 1.53
C 0.93 -1.12 2.14
C -0.17 -1.37 2.93
C -0.60 -2.67 3.11
C 0.08 -3.75 2.57
C 1.15 -3.54 1.74
H 5.89 -1.25 -2.25
H 1.28 -0.09 1.93
H -0.67 -0.51 3.39
H -1.47 -2.92 3.72
H -0.24 -4.76 2.81
H 1.72 -4.39 1.29
Br -1.05 0.03 -4.25
N -2.25 3.21 -3.91
C -1.71 4.03 -2.99
N -2.37 5.17 -2.68
S -0.24 3.66 -2.23
H -2.95 3.54 -4.52
H -1.80 2.31 -4.08
H -3.26 5.40 -3.09
H -2.05 5.71 -1.91
```

Computed properties:
E_HOMO (alpha / beta) in eV: -8.137 / -8.143
Spin multiplicity: 7

***

DFT (wB97M-V/def2-TZVPD) results for a cluster of 9 separate species, C16H51O9 in total.

Structure (XYZ):
```
76
Properties=species:S:1:pos:R:3
O -0.92 -0.16 0.37
H -1.71 -0.70 0.38
H -0.52 -0.21 -0.50
H -0.37 -0.44 1.11
C 4.12 0.40 1.95
C 2.70 -0.01 2.30
C 1.99 1.06 3.15
O 1.90 -0.18 1.12
H 4.65 0.45 2.91
H 4.18 1.37 1.45
H 4.65 -0.36 1.38
H 2.65 -0.98 2.80
H 2.20 2.04 2.71
H 2.41 1.01 4.16
H 0.90 0.98 3.19
H 1.77 0.75 0.91
C -1.84 0.22 -3.38
C -1.10 -1.05 -3.13
C -0.04 -1.25 -4.23
O -0.42 -0.98 -1.93
H -2.31 0.29 -4.37
H -1.27 1.14 -3.28
H -2.63 0.32 -2.63
H -1.79 -1.89 -3.14
H -0.46 -1.58 -5.18
H 0.78 -1.94 -4.01
H 0.50 -0.34 -4.49
H -0.04 -1.86 -1.85
C 1.59 2.45 -2.39
C 2.17 2.51 -0.96
C 2.56 4.00 -0.66
O 1.06 2.17 -0.12
H 1.11 1.49 -2.58
H 2.32 2.52 -3.20
H 0.79 3.14 -2.66
H 3.01 1.85 -0.75
H 3.18 4.42 -1.45
H 2.98 4.08 0.34
H 1.61 4.53 -0.66
H 0.42 2.88 -0.23
C 0.07 -4.27 0.45
C 1.17 -3.37 -0.13
C 2.59 -3.87 0.27
O 0.99 -3.32 -1.54
H -0.97 -4.01 0.29
H 0.19 -4.52 1.51
H 0.20 -5.23 -0.03
H 1.19 -2.33 0.18
H 2.75 -4.90 -0.04
H 2.77 -3.69 1.33
H 3.25 -3.19 -0.27
H 1.81 -3.52 -2.01
C -1.76 -1.80 3.42
O -0.65 -1.64 2.57
H -2.67 -1.48 2.91
H -2.00 -2.80 3.77
H -1.58 -1.11 4.25
H 0.07 -2.06 3.06
C -1.95 2.38 2.33
O -2.85 1.42 1.93
H -1.00 2.13 1.87
H -2.31 3.33 1.93
H -1.75 2.44 3.40
H -3.73 1.77 2.07
C -4.44 -1.37 0.24
O -3.20 -1.26 -0.34
H -5.19 -1.30 -0.54
H -4.64 -2.38 0.59
H -4.52 -0.61 1.02
H -2.99 -2.03 -0.87
C -2.12 3.13 -1.12
O -1.10 3.73 -0.35
H -2.22 2.06 -0.92
H -3.06 3.66 -0.99
H -1.87 3.17 -2.19
H -1.23 4.66 -0.50
```

Computed properties:
E_HOMO in eV: -12.487
Charge: +1

***

DFT (wB97M-V/def2-TZVPD) results for an isolated molecule of CH2O3S.

Structure (XYZ):
```
7
Properties=species:S:1:pos:R:3
C -1.39 0.16 -0.18
O 1.09 -0.34 -1.34
O -2.38 -0.37 0.11
O 1.43 -0.17 1.16
S 0.44 -0.88 -0.13
H -1.36 1.22 -0.35
H 2.17 0.37 0.71
```

Computed properties:
E_HOMO in eV: -9.296
Relative energy (zero: lowest compared OMol25 entry of this formula, charge and spin) in kcal/mol: 28.8

***

DFT (wB97M-V/def2-TZVPD) results for a structure of composition C34H20BrCl5N3OTi.

Structure (XYZ):
```
65
Properties=species:S:1:pos:R:3
Ti -0.24 0.37 0.25
Br -7.29 2.12 -1.60
C -5.42 1.87 -1.37
C -4.55 2.52 -2.24
C -3.18 2.33 -2.07
C -2.70 1.51 -1.06
O -1.40 1.31 -0.91
C -3.58 0.87 -0.17
C -3.16 0.06 0.93
N -1.89 -0.20 1.28
C -1.65 -0.88 2.47
C -2.63 -1.36 3.36
C -2.26 -1.94 4.56
C -0.94 -2.06 4.94
C 0.08 -1.60 4.08
C 1.46 -1.70 4.37
C 2.38 -1.24 3.45
C 1.95 -0.68 2.26
N 0.65 -0.58 1.96
C -0.28 -1.03 2.83
C -4.96 1.07 -0.36
H -4.92 3.15 -3.03
H -2.47 2.81 -2.73
H -3.95 -0.34 1.55
H -3.68 -1.28 3.12
H -3.04 -2.30 5.23
H -0.67 -2.50 5.89
H 1.77 -2.13 5.31
H 3.44 -1.30 3.64
H 2.64 -0.31 1.52
H -5.67 0.58 0.31
C -1.45 -4.68 0.81
C -0.14 -4.31 1.09
C 0.43 -3.21 0.47
C -0.30 -2.44 -0.43
C -1.61 -2.83 -0.73
C -2.17 -3.93 -0.11
N 0.25 -1.24 -0.98
C 0.47 -1.29 -2.35
C 0.57 -0.10 -3.09
C 0.83 -0.11 -4.45
C 0.99 -1.31 -5.14
C 0.87 -2.49 -4.42
C 0.62 -2.49 -3.06
H -1.90 -5.53 1.30
H 0.44 -4.88 1.81
H 1.45 -2.92 0.69
H -2.19 -2.23 -1.42
H -3.20 -4.20 -0.34
H 0.41 0.85 -2.60
H 0.89 0.84 -4.98
H 1.19 -1.32 -6.20
H 0.98 -3.44 -4.93
H 0.53 -3.44 -2.54
Cl 2.24 1.65 -0.60
C 1.64 2.66 0.74
C 0.45 2.26 1.29
C 0.00 3.06 2.33
Cl -1.51 2.64 3.12
C 0.69 4.18 2.78
Cl 0.09 5.15 4.08
C 1.90 4.53 2.18
Cl 2.79 5.91 2.72
C 2.40 3.75 1.14
Cl 3.90 4.14 0.37
```

Computed properties:
E_HOMO (alpha / beta) in eV: -2.689 / -4.704
Relative energy (zero: lowest compared OMol25 entry of this formula, charge and spin) in kcal/mol: 0.0
Charge: -1
Spin multiplicity: 3

***

DFT (wB97M-V/def2-TZVPD) results for a structure of composition C19H61B3N3O6Zn.

Structure (XYZ):
```
93
Properties=species:S:1:pos:R:3
Zn -4.34 7.65 -14.68
B -4.17 6.01 -16.28
H -3.92 7.08 -16.80
H -4.28 5.14 -17.11
H -3.28 5.77 -15.49
H -5.24 6.12 -15.69
B -2.41 8.66 -14.52
H -3.17 8.86 -15.41
H -2.44 7.49 -14.29
H -1.29 8.99 -14.84
H -2.81 9.20 -13.50
B -6.07 8.95 -14.59
H -6.43 7.77 -14.59
H -5.46 9.16 -15.63
H -6.95 9.75 -14.48
H -5.34 9.07 -13.61
C -0.87 8.63 -20.05
O -0.69 7.38 -19.41
C -1.47 7.21 -18.24
C -0.64 6.56 -17.13
N -0.03 5.29 -17.60
C 1.16 4.97 -16.75
C 1.86 3.79 -17.38
O 2.26 4.13 -18.69
C 3.23 3.26 -19.19
H -0.53 8.52 -21.08
H -0.21 9.37 -19.58
H -1.88 9.05 -20.03
H -2.37 6.62 -18.44
H -1.81 8.21 -17.90
H -1.40 6.35 -16.36
H 0.05 7.31 -16.72
H -0.77 4.65 -17.29
H 0.70 4.68 -15.78
H 1.76 5.85 -16.55
H 1.24 2.90 -17.27
H 2.78 3.62 -16.78
H 2.87 2.22 -19.18
H 4.13 3.28 -18.56
H 3.39 3.56 -20.22
C -5.20 6.59 -19.66
O -4.51 7.76 -19.21
C -5.32 8.85 -18.90
C -4.42 9.93 -18.39
N -3.47 10.35 -19.43
C -2.43 11.17 -18.87
C -1.52 10.55 -17.80
O -0.22 10.40 -18.37
C 0.73 9.92 -17.47
H -6.18 6.85 -20.09
H -5.49 6.00 -18.78
H -4.50 6.13 -20.35
H -6.10 8.66 -18.16
H -5.75 9.24 -19.84
H -3.89 9.47 -17.54
H -5.03 10.79 -18.13
H -3.13 9.50 -19.88
H -2.95 12.03 -18.45
H -1.78 11.54 -19.67
H -1.84 9.64 -17.28
H -1.45 11.30 -16.99
H 1.71 10.19 -17.87
H 0.69 8.82 -17.43
H 0.61 10.30 -16.45
C -5.21 4.44 -11.64
C -5.63 5.49 -12.64
C -6.59 6.48 -12.02
O -7.78 5.84 -11.61
C -8.81 5.88 -12.56
N -4.41 6.26 -13.06
H -4.66 4.84 -10.79
H -4.61 3.68 -12.13
H -6.13 3.97 -11.28
H -5.99 4.99 -13.53
H -6.84 7.29 -12.70
H -6.07 6.92 -11.17
H -8.53 6.29 -13.54
H -9.66 6.45 -12.20
H -9.15 4.86 -12.79
H -3.67 5.57 -13.25
H -4.05 6.64 -12.18
C -3.44 2.24 -18.34
C -2.79 2.39 -16.98
C -1.63 1.45 -16.77
O -2.31 3.75 -16.85
H -2.72 2.14 -19.16
H -3.98 3.15 -18.61
H -4.09 1.38 -18.47
H -3.48 2.24 -16.14
H -0.88 1.44 -17.56
H -1.98 0.41 -16.64
H -1.13 1.65 -15.82
H -3.11 4.31 -16.70
```

Computed properties:
E_HOMO in eV: -5.259
Charge: -1

***

DFT (wB97M-V/def2-TZVPD) results for the ion C2H2O4P with charge -1.

Structure (XYZ):
```
9
Properties=species:S:1:pos:R:3
O -4.32 0.28 -0.64
C -3.49 -0.02 0.24
O -3.60 -0.16 1.45
C -2.07 -0.09 -0.35
O -1.67 -0.54 -1.35
O -1.17 0.53 0.64
P 0.26 0.98 0.09
H 0.56 -0.21 -0.37
H -0.02 1.65 -1.09
```

Computed properties:
E_HOMO in eV: -4.763
Relative energy (zero: lowest compared OMol25 entry of this formula, charge and spin) in kcal/mol: 53.6
Charge: -1
Structure (SMILES): O=C([O-])C(=O)OP

***

DFT (wB97M-V/def2-TZVPD) results for an isolated molecule of C5H7NO.

Structure (XYZ):
```
14
Properties=species:S:1:pos:R:3
H -0.07 -1.17 -3.18
N 0.08 -1.00 -2.19
C -0.40 0.13 -1.84
C -0.25 0.63 -0.45
C 1.13 0.72 0.12
O 2.16 1.33 0.13
C 0.28 -0.35 0.63
C -0.28 -0.29 2.04
H -0.91 0.80 -2.54
H -0.97 1.39 -0.13
H 0.48 -1.34 0.21
H -1.25 -0.80 2.09
H -0.41 0.74 2.37
H 0.41 -0.78 2.74
```

Computed properties:
E_HOMO in eV: -9.168
Relative energy (zero: lowest compared OMol25 entry of this formula, charge and spin) in kcal/mol: 50.7
Structure (SMILES): [H]/N=C/[C@@H]1C(=O)[C@H]1C

***

| no. | E (a.u.) |
| --- | --- |
| 1 | -6093.13255 |
| 2 | -1317.05097 |
| 3 | -663.12702 |
| 4 | -7271.79018 |
| 5 | -3229.85712 |
| 6 | -719.78800 |
| 7 | -324.64371 |